# 1
A cluster of 3 separate species, C49H64N3O9P in total. Source: the Open Molecules 2025 dataset; level of theory: ωB97M-V/def2-TZVPD.

```
! RIJCOSX wB97M-V def2-TZVPD def2/J DEFGRID3
* xyz 0 1
C -3.30704 3.66712 -1.01216
O -3.65356 2.77068 -2.04864
C -2.56925 2.38110 -2.86753
C -1.58597 1.41061 -2.20880
C -2.01434 -0.06385 -2.31346
C -3.45534 -0.39920 -1.88068
C -3.54577 -0.95463 -0.45267
C -3.03834 -0.00721 0.65849
C -1.82371 -0.54557 1.44084
N -0.60062 0.22033 1.16032
C 0.45301 0.19142 2.17936
C 1.56365 1.21841 1.80065
C 1.76903 1.55538 0.31128
N 3.15498 1.34528 -0.16243
C 1.08636 -1.20480 2.37465
C 1.88057 -1.72431 1.16542
C 1.05885 -2.46854 0.08862
C 1.14421 -1.83426 -1.30421
C 2.52871 -1.96091 -1.96087
C 2.51409 -1.62090 -3.46562
C 3.56508 -0.59536 -3.89114
O 3.01696 0.22173 -4.91717
C 3.98355 1.01033 -5.56845
C -0.13693 0.60794 3.54991
O 0.94513 0.91640 4.41626
C 0.78176 0.45485 5.74619
P -1.29717 2.04863 3.53951
N -1.25248 3.05494 2.37071
O -1.08247 2.72719 4.99272
O -2.73048 1.39705 3.86393
H -3.18589 3.15364 -0.04915
H -4.11540 4.39789 -0.91793
H -2.37550 4.19647 -1.24710
H -2.03930 3.27498 -3.22573
H -3.02235 1.90111 -3.73985
H -0.62110 1.52390 -2.72075
H -1.40976 1.69278 -1.16514
H -1.33185 -0.67287 -1.70580
H -1.86048 -0.37657 -3.35307
H -4.11085 0.46915 -1.99358
H -3.84834 -1.17330 -2.55262
H -2.96187 -1.88265 -0.43452
H -4.58725 -1.22443 -0.25285
H -2.73633 0.95686 0.22627
H -3.84881 0.20898 1.35695
H -1.68544 -1.59970 1.16855
H -2.02428 -0.54056 2.51208
H -0.18167 -0.17251 0.32809
H 2.51004 0.84004 2.20765
H 1.37329 2.15016 2.34329
H 1.49266 2.60289 0.13981
H 1.10333 0.97732 -0.32661
H 3.73972 1.01558 0.59389
H 3.56384 2.21699 -0.46268
H 1.75403 -1.14492 3.24416
H 0.30610 -1.93260 2.62670
H 2.65958 -2.39916 1.53933
H 2.41651 -0.89914 0.68139
H 0.01238 -2.54981 0.39253
H 1.42864 -3.50100 0.01453
H 0.38165 -2.26191 -1.96319
H 0.93372 -0.75712 -1.22290
H 3.21427 -1.26414 -1.45727
H 2.92301 -2.96781 -1.78272
H 2.62483 -2.53545 -4.05301
H 1.54024 -1.18654 -3.72585
H 4.47073 -1.08724 -4.27441
H 3.84493 0.03977 -3.03661
H 4.79776 1.28698 -4.88985
H 4.41213 0.47407 -6.42571
H 3.50441 1.92437 -5.92677
H -0.69881 -0.25105 3.95234
H 1.50254 0.99170 6.36472
H 0.98762 -0.61988 5.79582
H -0.22484 0.65903 6.12738
H -0.64769 2.75454 1.61798
H -0.17749 3.03010 5.03889
H -3.17228 1.83951 4.58336
O -9.32165 5.78872 6.27425
C -8.90275 4.65568 6.18078
C -9.80920 3.48036 6.33230
C -11.16225 3.70078 6.55688
C -12.02526 2.62593 6.68221
C -11.54157 1.32580 6.58363
C -10.19343 1.09989 6.36677
C -9.32236 2.17489 6.24191
C -7.87229 1.90576 6.02184
O -7.43925 0.77421 5.99045
C -6.97127 3.08106 5.84298
C -5.62172 2.85999 5.60018
C -4.76789 3.93397 5.41771
C -5.25599 5.23457 5.47594
C -6.59875 5.46005 5.72233
C -7.46069 4.38593 5.90758
H -11.52233 4.71755 6.62841
H -13.07892 2.79931 6.85597
H -12.21955 0.48786 6.67646
H -9.80029 0.09566 6.29232
H -5.26823 1.83756 5.55779
H -3.71351 3.77338 5.23044
H -4.58586 6.06987 5.32455
H -6.99521 6.46444 5.77292
O 9.88077 -6.38014 -6.42898
C 9.13342 -5.45904 -6.18139
C 8.17507 -5.52691 -5.03959
C 8.16374 -6.66118 -4.23750
C 7.29557 -6.73746 -3.16218
C 6.43494 -5.68142 -2.88194
C 6.43774 -4.55138 -3.68093
C 7.30535 -4.47073 -4.76331
C 7.27874 -3.24928 -5.61835
O 6.49258 -2.35259 -5.40075
C 8.25126 -3.17049 -6.74531
C 8.26942 -2.03025 -7.53873
C 9.17421 -1.92951 -8.58124
C 10.06487 -2.96678 -8.83590
C 10.04735 -4.10749 -8.05204
C 9.14046 -4.21498 -7.00533
H 8.84025 -7.47228 -4.46786
H 7.28788 -7.62151 -2.53859
H 5.76066 -5.74219 -2.03796
H 5.77131 -3.72375 -3.47992
H 7.57085 -1.23294 -7.32639
H 9.18760 -1.04106 -9.19840
H 10.77343 -2.88373 -9.64921
H 10.72986 -4.92449 -8.23987
*
```

E_tot (eV): -84038.615
SMILES: COCCCCCCCN[C@](CCN)(CCCCCCCOC)[C@@H](OC)P(=N)(O)O.O=C1c2ccccc2C(=O)c2ccccc21.O=C1c2ccccc2C(=O)c2ccccc21
Orbital gap (eV): 7.675
HOMO level (eV): -8.723

Mulliken population analysis, charges in e, atoms 1 to 6: -0.53, -0.39, -1.19, 0.80, 0.13, -0.91

# 2
A cluster of 2 separate species, C49H64N4O2P in total at a distorted geometry. Source: the Open Molecules 2025 dataset; level of theory: ωB97M-V/def2-TZVPD.

```
! RIJCOSX wB97M-V def2-TZVPD def2/J DEFGRID3
* xyz 1 1
C 0.10336 -3.01054 -1.69182
C 0.70979 -2.58038 -0.35430
C 2.20209 -2.27578 -0.47468
C 0.42584 -3.63629 0.72673
C 1.06854 -4.87203 0.65973
C 0.77640 -5.87852 1.58111
C -0.15826 -5.64006 2.59076
C -0.77267 -4.39308 2.71747
C -1.70853 -4.15790 3.91643
C -1.06596 -4.58716 5.24200
C -3.04156 -4.87817 3.74612
C -0.51233 -3.40152 1.74649
N -1.22493 -2.13174 1.77383
P -0.61121 -0.64827 2.47980
H -0.41351 0.07952 1.20263
N -2.26814 -0.15273 2.75590
C -2.70577 0.76578 3.79710
C -2.56956 2.14908 3.59705
C -1.86561 2.72734 2.36450
C -0.71237 3.62460 2.81385
C -2.86590 3.44059 1.45727
C -3.08871 3.03913 4.53490
C -3.69689 2.57441 5.69832
C -3.79036 1.19911 5.91960
C -3.26250 0.28690 5.00414
C -3.29131 -1.20541 5.37205
C -4.69925 -1.78025 5.27641
C -2.72998 -1.44824 6.77883
C -3.17519 -1.00251 2.14825
C -2.59689 -2.09753 1.60084
H -0.95948 -3.25562 -1.56447
H 0.18407 -2.21070 -2.43989
H 0.60473 -3.90579 -2.08426
H 0.21445 -1.65196 -0.04855
H 2.62456 -2.00809 0.50299
H 2.76846 -3.12798 -0.87412
H 2.34889 -1.42489 -1.14864
H 1.79963 -5.04373 -0.13537
H 1.27270 -6.84617 1.51223
H -0.41375 -6.42931 3.30244
H -1.89977 -3.07867 3.96562
H -0.05956 -4.16504 5.34904
H -1.66564 -4.23746 6.09205
H -1.00155 -5.68189 5.30336
H -3.55262 -4.56921 2.82753
H -2.86335 -5.96105 3.70196
H -3.71409 -4.67407 4.59111
H -1.42941 1.90208 1.79054
H -0.10540 3.11531 3.57564
H -0.05473 3.85980 1.97407
H -1.07080 4.56935 3.24383
H -3.71032 2.77417 1.23632
H -3.26310 4.34735 1.93236
H -2.40011 3.72494 0.50660
H -2.99458 4.11189 4.34388
H -4.08911 3.27976 6.42932
H -4.27114 0.82190 6.82590
H -2.64914 -1.72770 4.65199
H -5.11468 -1.65868 4.26983
H -4.70807 -2.85169 5.51868
H -5.35072 -1.25885 5.99030
H -1.75468 -0.96227 6.90253
H -3.41850 -1.05862 7.54026
H -2.59464 -2.52073 6.96392
H -4.23140 -0.77145 2.17229
H -3.09698 -2.91474 1.09970
C -0.98226 7.75080 0.52663
O 0.34919 7.23286 0.31531
C 0.48319 5.91277 0.00140
C 1.65466 5.26225 0.47882
C 1.75198 3.89052 0.40937
C 0.78095 3.12547 -0.29427
C 0.99747 1.72000 -0.54074
C 0.78415 1.21495 -1.82805
C 1.77358 0.61065 -2.59847
N 1.79797 0.62420 -3.94820
C 2.58848 -0.34711 -4.70514
C 4.10212 -0.28623 -4.49433
C 4.79967 -1.45473 -5.16940
C 5.86242 -1.23884 -6.05525
C 6.36333 -2.30218 -6.81465
C 5.84301 -3.59293 -6.65262
C 4.85278 -3.82366 -5.68951
C 4.36824 -2.76201 -4.91432
C 2.21958 0.00844 -6.14611
O 2.48827 -0.64435 -7.15056
N 1.48402 1.16360 -6.10846
C 1.09108 1.83056 -7.32905
C 1.31858 1.74861 -4.78446
C -0.14268 2.13873 -4.51862
C 2.21593 2.98854 -4.60528
C -0.32748 3.80718 -0.85585
C -0.49682 5.17142 -0.69454
H -0.80484 8.74410 0.94072
H -1.53514 7.81691 -0.42259
H -1.53421 7.11897 1.24410
H 2.41829 5.86991 0.94753
H 2.58556 3.36085 0.87217
H 1.62453 1.17006 0.16352
H -0.21520 1.35329 -2.24761
H 2.65506 0.17050 -2.12556
H 2.20361 -1.35572 -4.47937
H 4.46962 0.66364 -4.92099
H 4.32961 -0.28099 -3.41465
H 6.25504 -0.22431 -6.17752
H 7.15362 -2.11914 -7.54511
H 6.20119 -4.41526 -7.27522
H 4.43706 -4.82034 -5.54507
H 3.60834 -2.93297 -4.14706
H 1.29160 1.16021 -8.16895
H 0.02430 2.06788 -7.28933
H 1.64569 2.76807 -7.47042
H -0.71399 1.27137 -4.17299
H -0.18777 2.93971 -3.76985
H -0.61456 2.50576 -5.43579
H 3.27002 2.73491 -4.78538
H 1.90756 3.77392 -5.30922
H 2.11931 3.37483 -3.58143
H -1.07053 3.24149 -1.42876
H -1.38403 5.67425 -1.09110
*
```

E_tot (eV): -71188.696
Orbital gap (eV): 4.268
HOMO level (eV): -9.071

Mulliken population analysis, charges in e, atoms 1 to 6: -1.39, 2.13, -0.91, 0.46, -0.68, -1.50

# 3
A structure of composition C49H65N4P3RuS2Si at a distorted geometry. Source: the Open Molecules 2025 dataset; level of theory: ωB97M-V/def2-TZVPD.

```
! RIJCOSX wB97M-V def2-TZVPD def2/J DEFGRID3
* xyz -1 2
Ru -0.55068 -0.18468 0.51440
C 2.98613 -1.05047 4.73043
C 2.45386 -0.06005 3.69855
C 3.62753 0.48448 2.87370
P 1.07213 -0.61412 2.50120
C -0.43930 -0.83777 3.53523
C -1.54049 -2.64796 2.16970
C -0.49333 -1.68855 4.81127
C 1.88356 -2.14375 1.91733
C 2.12088 -3.27650 2.69122
C 2.96462 -4.28080 2.23871
C 3.60442 -4.12344 1.02047
C 3.33475 -3.01457 0.22550
C 2.44429 -2.00193 0.61968
Si 1.56614 -0.63373 -0.48940
C 1.87897 -1.22244 -2.33451
C 3.08147 -1.83660 -2.72033
C 3.20019 -2.67457 -3.81906
C 2.07667 -2.95338 -4.57271
C 0.90575 -2.25406 -4.31979
C 0.80238 -1.33080 -3.27386
P -0.64524 -0.20312 -3.12917
C -1.58091 -0.56543 -4.73865
C -2.98522 0.04036 -4.67935
C -0.92291 -0.20778 -6.07787
C 0.21165 1.44463 -3.43764
C -0.79395 2.55685 -3.75802
C 1.42041 1.53334 -4.37535
C 2.52207 1.04090 -0.45209
C 3.80388 1.08579 -1.01684
C 4.43142 2.27079 -1.37100
C 3.75307 3.46272 -1.18009
C 2.50547 3.44560 -0.57317
C 1.88049 2.25690 -0.17834
P 0.28518 2.24952 0.77349
C 0.99585 2.78173 2.45076
C -0.04594 3.28035 3.45265
C 2.20466 3.72127 2.48682
C -0.72429 3.76024 0.23483
C -1.97631 3.83319 1.13210
C -0.16153 5.18397 0.14501
H 3.71808 -0.53842 5.36418
H 3.49188 -1.88457 4.24734
H 2.20191 -1.44657 5.37598
H 1.99753 0.77304 4.24500
H 4.19968 -0.34220 2.44318
H 4.30227 1.07844 3.49910
H 3.29028 1.10510 2.04625
H -0.57048 0.20196 3.85431
H -1.90270 -3.26812 3.01348
H -0.54846 -3.00663 1.90306
H -2.18743 -2.86321 1.32508
H -0.27438 -2.74198 4.62806
H -1.50878 -1.62433 5.21488
H 0.19557 -1.31529 5.57415
H 1.63721 -3.38763 3.65348
H 3.14384 -5.16106 2.84578
H 4.30659 -4.87514 0.67461
H 3.83274 -2.96259 -0.72834
H 3.98071 -1.62528 -2.15418
H 4.15477 -3.12822 -4.06432
H 2.11228 -3.67539 -5.38051
H 0.05268 -2.45306 -4.95312
H -1.71361 -1.65096 -4.68989
H -2.94564 1.13059 -4.72449
H -3.49993 -0.24630 -3.76039
H -3.58355 -0.30507 -5.52902
H -1.00450 0.86392 -6.26826
H -1.43110 -0.72382 -6.90179
H 0.12930 -0.47888 -6.10981
H 0.58322 1.64753 -2.43469
H -0.98867 2.62359 -4.83084
H -0.39095 3.52171 -3.43241
H -1.74837 2.40356 -3.24576
H 1.13169 1.44842 -5.42403
H 2.16685 0.77180 -4.15187
H 1.89713 2.51111 -4.23561
H 4.31954 0.14657 -1.20190
H 5.42407 2.26450 -1.80842
H 4.19877 4.40291 -1.48536
H 2.01364 4.38906 -0.39807
H 1.34249 1.81587 2.80446
H -0.24882 4.34530 3.31380
H 0.33906 3.15434 4.47019
H -0.98673 2.73724 3.37948
H 1.96868 4.70670 2.07865
H 3.05840 3.32514 1.94244
H 2.51291 3.85995 3.53050
H -1.02507 3.46835 -0.77836
H -1.77816 4.45744 2.00257
H -2.31033 2.85962 1.48289
H -2.80266 4.29728 0.58379
H 0.28603 5.49978 1.08943
H -0.98778 5.87015 -0.06957
H 0.56659 5.30985 -0.65378
N -3.25780 1.54383 -0.46531
C -3.58180 0.24452 -0.68070
N -2.70883 -0.70994 -0.66147
C -3.31788 -1.92088 -1.00758
C -4.65492 -1.84043 -1.21736
S -5.21346 -0.22574 -1.04115
C -2.57781 -3.17157 -1.22448
C -3.17964 -4.33369 -1.58404
S -2.01410 -5.58860 -1.76079
C -0.77058 -4.41668 -1.33694
N -1.20891 -3.23167 -1.08971
N 0.52915 -4.81024 -1.34403
H -2.26120 1.70456 -0.58170
H -3.86689 2.22937 -0.88103
H -5.34152 -2.62396 -1.49568
H -4.22563 -4.52328 -1.76268
H 0.71557 -5.79466 -1.31458
H 1.19436 -4.21262 -0.87721
C -1.52466 -1.16419 2.50765
C -2.83240 -0.57406 2.72032
C -4.03209 -1.23949 2.35047
C -5.28591 -0.69049 2.57157
C -5.44071 0.54847 3.18156
C -4.28279 1.22924 3.56156
C -3.03116 0.68908 3.33998
H -3.98126 -2.21363 1.88038
H -6.16553 -1.24936 2.26367
H -6.42399 0.96678 3.36338
H -4.36300 2.20196 4.03741
H -2.17068 1.26512 3.65134
*
```

E_tot (eV): -117825.635
Orbital gap (alpha / beta) (eV): 4.377 / 4.310
Relative energy (zero: lowest compared OMol25 entry of this formula, charge and spin) (kJ/mol): 259.82
Expectation value of S²: 0.77
HOMO level (alpha / beta) (eV): -2.105 / -2.038

Mulliken population analysis, charges in e, atoms 1 to 6: 0.43, -1.50, 0.51, -1.02, 0.91, 0.58